A structure of composition C8H17NO. Source: the OMol25 dataset; level of theory: ωB97M-V with the def2-TZVPD basis set.

Properties
E in eV: -12105.43633
Kohn-Sham gap in eV: 7.23
ΔE to the lowest compared entry with this formula, charge and spin in kJ/mol: 476.0
HOMO level in eV: -6.5115

Last column: Mulliken charge in e.
Geometry (Å):
1 C -1.74 -0.25 0.40  -0.3387
2 C -3.08 0.32 -0.06  -1.3326
3 C -0.46 0.60 -0.59  0.1115
4 C -0.52 1.93 -0.85  -1.1114
5 H -1.84 -1.33 0.47  0.3494
6 H -1.54 0.09 1.42  0.2462
7 H -0.45 -0.04 -1.47  0.1576
8 H -3.04 1.41 -0.05  0.3476
9 H -3.90 -0.01 0.57  0.3980
10 H -3.29 0.00 -1.09  0.3206
11 H -0.57 2.66 -0.06  0.2909
12 H -0.74 2.26 -1.85  0.2393
13 C 1.26 0.92 1.45  -1.0893
14 C 2.29 0.24 -0.64  -1.0281
15 C 0.83 -2.33 -0.53  -1.2972
16 N 1.11 0.08 0.24  0.2936
17 C 0.81 -1.34 0.60  0.6690
18 O 0.75 -1.67 1.76  -0.5269
19 H 0.42 0.74 2.11  0.3351
20 H 1.27 1.96 1.15  0.4032
21 H 2.17 0.66 1.98  0.3825
22 H 2.09 -0.21 -1.61  0.3701
23 H 3.18 -0.22 -0.19  0.3662
24 H 2.48 1.30 -0.78  0.3774
25 H 0.36 -1.96 -1.43  0.3373
26 H 1.87 -2.61 -0.75  0.3588
27 H 0.29 -3.22 -0.20  0.3697

=====

An isolated molecule of C4H2N2S. Source: the OMol25 dataset; level of theory: ωB97M-V with the def2-TZVPD basis set.

Properties
SMILES string: C#C/N=C\N=C=S
E in eV: -17992.54788
Kohn-Sham gap in eV: 8.67
ΔE to the lowest compared entry with this formula, charge and spin in kJ/mol: 220.7
HOMO level in eV: -9.2336

Last column: Mulliken charge in e.
Geometry (Å):
1 C 1.88 -1.54 0.14  -0.5259
2 C 1.52 -0.42 -0.07  0.2449
3 N 1.26 0.89 -0.07  -0.5133
4 C 0.04 1.30 -0.02  0.1061
5 N -0.97 0.44 -0.12  -0.1379
6 C -2.12 0.14 -0.12  0.3440
7 S -3.54 -0.50 -0.02  -0.3264
8 H 2.01 -2.63 0.20  0.3841
9 H -0.08 2.32 0.09  0.4243

=====

An isolated molecule of C18H28O2. Source: the OMol25 dataset; level of theory: ωB97M-V with the def2-TZVPD basis set.

Properties
SMILES string: O=C(O)CCCCCCCCCCCc1ccccc1
E in eV: -23216.71564
Kohn-Sham gap in eV: 9.78
ΔE to the lowest compared entry with this formula, charge and spin in kJ/mol: 0.0
HOMO level in eV: -9.0038

Last column: Mulliken charge in e.
Geometry (Å):
1 O -1.15 -2.55 1.18  -0.5614
2 C -1.59 -2.90 0.11  0.5886
3 O -0.79 -3.37 -0.86  -0.5264
4 C -3.04 -2.90 -0.29  -0.6174
5 C -3.75 -1.66 0.24  -0.7971
6 C -3.26 -0.39 -0.44  0.2427
7 C -3.83 0.87 0.20  -0.7930
8 C -3.41 2.16 -0.50  -1.1021
9 C -1.90 2.35 -0.65  -0.5085
10 C -1.15 2.37 0.68  -0.3269
11 C 0.36 2.55 0.52  -1.1622
12 C 1.07 1.34 -0.10  -0.2750
13 C 1.08 0.11 0.80  -0.3450
14 C 1.82 -1.07 0.16  -1.0440
15 C 3.29 -0.78 0.00  0.1788
16 C 3.82 -0.43 -1.23  -0.1505
17 C 5.17 -0.14 -1.36  -0.6528
18 C 6.00 -0.20 -0.25  -0.4165
19 C 5.48 -0.55 0.98  -0.6679
20 C 4.13 -0.84 1.11  -0.2087
21 H 0.13 -3.38 -0.57  0.3879
22 H -3.10 -2.95 -1.38  0.3195
23 H -3.49 -3.80 0.12  0.3521
24 H -3.56 -1.59 1.32  0.3231
25 H -4.83 -1.76 0.10  0.4171
26 H -2.17 -0.37 -0.38  -0.2386
27 H -3.53 -0.41 -1.50  0.2753
28 H -3.52 0.91 1.25  0.3620
29 H -4.92 0.81 0.19  0.4246
30 H -3.85 2.18 -1.50  0.3748
31 H -3.82 3.01 0.06  0.3620
32 H -1.72 3.30 -1.17  0.4426
33 H -1.50 1.56 -1.28  0.2047
34 H -1.54 3.20 1.29  0.3824
35 H -1.34 1.45 1.23  0.1435
36 H 0.80 2.74 1.50  0.3963
37 H 0.54 3.42 -0.10  0.3815
38 H 0.62 1.09 -1.06  0.2474
39 H 2.11 1.63 -0.30  0.3563
40 H 0.05 -0.21 1.01  0.0817
41 H 1.55 0.36 1.75  0.4066
42 H 1.69 -1.94 0.81  0.4949
43 H 1.38 -1.28 -0.81  0.3513
44 H 3.18 -0.39 -2.10  0.3606
45 H 5.57 0.13 -2.32  0.3867
46 H 7.05 0.03 -0.35  0.3754
47 H 6.12 -0.59 1.85  0.3803
48 H 3.73 -1.11 2.07  0.3935

=====

A cluster of 2 separate species, C3H5NO2 in total. Source: the OMol25 dataset; level of theory: ωB97M-V with the def2-TZVPD basis set.

Properties
E in eV: -8773.33929
Kohn-Sham gap in eV: 9.98
ΔE to the lowest compared entry with this formula, charge and spin in kJ/mol: 420.2
HOMO level in eV: -9.7807

Last column: Mulliken charge in e.
Geometry (Å):
1 N 0.06 -2.41 1.48  -0.5804
2 C -0.04 -1.29 0.95  0.5741
3 O 1.12 -0.52 0.68  -0.1782
4 C 0.87 0.63 0.12  -0.2174
5 C -0.63 0.65 0.01  -0.0386
6 O -1.11 -0.58 0.55  -0.3767
7 H -0.85 -2.84 1.61  0.2837
8 H 1.21 2.20 -2.81  0.2011
9 H 1.36 1.93 -2.13  -0.1899
10 H -1.05 1.49 0.57  0.2526
11 H -0.94 0.74 -1.04  0.2697

=====

An isolated molecule of C11H22N6O4. Source: the OMol25 dataset; level of theory: ωB97M-V with the def2-TZVPD basis set.

Properties
SMILES string: [H]/N=C(\N)NCCC[C@H](N)C(=O)N[C@@H](CCC(N)=O)C(=O)O
E in eV: -28893.48811
Kohn-Sham gap in eV: 8.57
ΔE to the lowest compared entry with this formula, charge and spin in kJ/mol: 352.3
HOMO level in eV: -8.3288

Last column: Mulliken charge in e.
Geometry (Å):
1 H 5.20 0.68 -2.79  0.1943
2 N 4.88 0.05 -2.05  -0.6726
3 C 4.99 0.62 -0.98  0.5562
4 N 5.73 1.80 -0.86  -0.5597
5 N 4.34 0.17 0.13  -0.1965
6 C 3.21 -0.67 0.23  -0.1778
7 C 2.54 -0.46 1.62  -0.8949
8 C 1.26 0.28 1.53  -1.2711
9 C 0.11 -0.61 0.89  0.8409
10 N 0.65 -2.00 0.72  -0.5589
11 C -0.23 -0.09 -0.45  -0.2317
12 O 0.58 0.21 -1.31  -0.6722
13 N -1.56 -0.18 -0.70  -0.2798
14 C -2.60 -1.05 -0.23  0.3282
15 C -3.98 -0.40 -0.63  -0.9405
16 C -4.39 0.71 0.31  -0.7183
17 C -4.37 2.12 -0.36  0.4871
18 N -4.28 3.12 0.56  -0.4091
19 O -4.39 2.32 -1.53  -0.5685
20 C -2.56 -2.45 -0.76  0.0834
21 O -3.38 -3.25 -0.43  -0.5626
22 O -1.47 -2.58 -1.54  -0.5803
23 H 6.17 1.96 0.09  0.2352
24 H 6.37 1.74 -1.59  0.2232
25 H 4.74 0.55 0.99  0.1613
26 H 2.55 -0.30 -0.63  0.1491
27 H 3.62 -1.66 0.03  0.2831
28 H 3.20 0.11 2.33  0.5214
29 H 2.47 -1.43 2.08  0.3373
30 H 0.92 0.70 2.49  0.4274
31 H 1.60 1.01 0.82  0.3937
32 H -0.87 -0.63 1.44  0.3895
33 H 0.69 -2.50 1.61  0.2475
34 H -0.05 -2.49 0.23  0.1626
35 H -1.76 0.38 -1.53  0.3638
36 H -2.67 -1.01 0.87  0.2981
37 H -4.75 -1.19 -0.69  0.4885
38 H -3.84 -0.05 -1.72  0.4002
39 H -3.73 0.67 1.22  0.2902
40 H -5.37 0.41 0.74  0.4315
41 H -4.27 3.95 0.08  0.2582
42 H -3.88 3.05 1.47  0.2316
43 H -1.38 -1.59 -1.71  0.5113